# 1
The following is a quantum chemistry calculation of C41H37CsN8O2S as an isolated structure at a distorted geometry, from OMol25.

CARTESIAN COORDINATES (ANGSTROEM)
C 13.32678 4.91788 21.56852
H 6.51009 2.93315 26.29021
N 10.06782 4.69323 24.06660
H 1.62042 -0.04788 19.13807
C 12.35756 5.29440 23.61085
C 3.99224 0.81374 22.05809
C 5.71346 3.25804 21.21988
H 5.67599 5.27351 26.96541
H 8.27220 8.14697 24.19223
N 7.90443 1.58270 19.76129
H 12.55149 -2.48652 16.66062
H 15.40851 6.77486 23.54180
C 8.21590 3.69163 25.30309
N 0.01995 -1.82875 21.78524
H 13.27096 -2.53187 18.20831
C 13.42771 4.35798 20.15596
H 10.82707 -3.61291 15.76576
C 8.99113 7.38185 24.53423
H 3.89429 3.55509 22.48814
C 13.58729 1.09658 17.20696
H 8.17977 1.74808 24.40348
H 11.51452 3.04876 15.36719
H 10.49156 -1.83019 15.65403
H 11.60929 5.37766 18.18586
C 5.33507 5.20062 22.33743
C 10.13235 -2.80043 16.10254
H 11.52545 5.20832 16.37586
C 6.56097 1.49024 19.57453
N 12.41856 -2.66204 17.65018
C 6.55433 5.12754 26.33374
C 12.95539 1.57169 16.06996
C 12.58980 2.84797 18.57278
H 15.30486 5.71301 21.27445
H 9.55111 0.74878 18.66487
N 10.10201 -2.79308 17.54423
N 12.32314 4.78602 22.37635
C 4.32149 1.24648 20.73463
H 3.66490 1.18715 18.69954
H 13.05376 1.10255 15.09865
S 11.05023 -2.57839 19.91595
H 9.85012 2.34786 24.90989
C 8.74244 2.29298 25.14819
H 8.70328 1.66941 26.06485
N 6.75954 4.16504 20.88668
H 4.92448 5.98716 22.97438
C 6.28597 0.67577 18.40953
C 0.90673 -1.09842 21.59269
H 9.62946 7.19658 23.64946
H 9.27172 -2.53419 18.06083
H 2.42386 -0.04964 23.32699
C 14.48907 5.58563 21.97970
C 7.21705 6.22754 25.83273
C 11.16814 5.24815 24.53997
H 10.20148 4.61419 17.47596
H 14.16991 0.13978 17.18527
H 7.76225 -0.24699 17.00050
C 8.35238 6.09003 25.04072
C 12.01216 3.39027 17.36859
H 14.35014 0.13596 19.73699
O 11.27919 5.73222 25.68795
O 14.48456 4.45720 19.52525
H 9.57369 7.81818 25.36385
N 12.42961 3.57223 19.74686
H 4.64407 1.15360 22.86438
C 2.03372 -0.28040 21.24861
Cs 9.89768 3.28027 21.31467
C 8.48449 0.87646 18.78775
C 7.55030 0.33482 17.89854
H 9.16470 -2.99527 15.62903
C 11.22728 -2.59291 18.26728
H 13.44277 6.51449 25.03552
H 5.30300 0.40213 18.12374
H 6.94310 7.25145 26.05980
C 6.50945 5.29430 21.53061
C 2.31682 0.08939 19.96518
C 11.31402 4.71213 17.35479
H 7.19796 6.14172 21.59226
C 13.43392 1.69923 18.48319
C 5.55766 2.02371 20.47817
H 15.12160 1.78286 19.91393
C 7.03558 3.85866 25.98651
C 4.82687 3.92637 22.12003
C 2.81467 0.14302 22.32295
C 13.44951 6.02655 24.06626
C 14.16633 1.24405 19.70538
C 8.92138 4.83888 24.81193
C 3.45061 0.85642 19.71583
C 12.12299 2.69560 16.16996
C 14.54087 6.18613 23.23068
H 13.59022 1.45965 20.64363

Values from the calculation:
* Kohn-Sham gap: 6.04 eV
* F_max: 2.77 eV/A
* charge: -2
* energy relative to the best compared isomer or geometry (same formula, charge and spin): 0.000 eV
* highest occupied orbital energy: -2.6 eV
* E_tot: -70518.44898 eV

These are the Mulliken partial charges, in e, on atoms 1 to 6: atom 1 (C): 0.678, atom 2 (H): 0.311, atom 3 (N): -0.059, atom 4 (H): 0.354, atom 5 (C): 0.413, atom 6 (C): -0.451


# 2
The following is a quantum chemistry calculation of C16H19Br27N3S2 as an isolated structure at a distorted geometry, from OMol25.

CARTESIAN COORDINATES (ANGSTROEM)
Br -0.58421 -5.33314 2.86320
Br 9.31348 5.18525 -4.22109
C -5.33301 -1.61821 -3.87470
C 9.80980 3.34901 -3.86800
Br -0.27009 1.16715 -5.91170
Br -4.46398 -2.99602 -4.91708
Br 2.56007 0.63120 -4.52888
S -0.19533 2.50633 -1.74532
Br 2.81893 3.82142 -3.45887
Br -3.38137 1.68119 -3.93468
Br -1.83095 -2.38324 2.63122
N -0.66330 0.66254 0.17681
N 4.73530 -1.04465 1.79035
Br -3.26611 -7.88428 2.49892
Br -7.08669 0.94276 5.89508
H 5.60140 -0.78212 -0.12008
C -1.52484 -1.27196 0.63747
C 4.62226 -0.55745 0.41442
Br -3.73592 4.75892 -3.13302
C -6.63892 -0.56695 7.01553
Br -3.44644 -10.95995 3.36857
H -1.91001 1.91187 1.51382
C 0.23428 1.65843 -0.41310
H -1.50967 -9.41204 3.34158
Br -8.17550 -1.21080 7.99791
C -1.42144 -3.87204 3.81688
C -4.28251 2.93887 -2.77613
C 1.63248 0.95375 -6.19074
H 3.82333 -1.16055 -0.12347
H 4.75317 5.11669 -4.31364
C -3.46576 2.39945 4.83156
Br 2.39080 2.43979 -7.16947
H -1.73867 -2.39066 0.64640
Br -4.07151 2.47480 -0.91358
H -5.34089 2.87468 -3.00047
H -4.52132 2.37051 4.58358
Br -2.97988 -4.46637 4.81267
H 5.30335 1.48462 -0.16901
Br -2.87337 4.22407 4.57414
N -2.16765 -0.28612 1.36822
C -1.63618 0.93550 1.09861
H 0.21847 -1.10549 -0.88789
Br 8.81319 2.61000 -2.39031
H 4.24351 1.46573 1.29534
Br -7.20311 -2.01519 -3.57773
H -5.29104 -0.70460 -4.45841
C 4.40446 1.00033 0.29504
Br -2.57152 1.17297 3.63573
H 1.76396 0.07067 -6.80498
H 2.91423 0.55808 -1.34517
H -5.91786 -0.21638 7.74563
Br -5.78459 -1.97536 6.00682
Br 5.60716 4.52466 -2.06381
Br 9.66428 2.25010 -5.45299
H 10.85428 3.35237 -3.57900
C 4.69457 4.20116 -3.73657
C 3.18586 1.38846 -0.65508
Br -2.54005 -8.74096 5.49233
C -2.54387 -9.26893 3.63331
H 3.43976 2.32365 -1.21314
Br 5.57256 2.82488 -4.77434
S 1.80674 1.86518 0.49367
Br -3.30455 1.84621 6.67873
H -0.70029 -3.51396 4.54410
H 4.48786 -0.28590 2.43635
Br -4.40087 -1.27504 -2.22139
C -0.49628 -0.64488 -0.19016

Values from the calculation:
* Kohn-Sham gap: 2.72 eV
* F_max: 5.90 eV/A
* charge: -1
* highest occupied orbital energy: -1.7 eV
* E_tot: -1934179.70414 eV

These are the Mulliken partial charges, in e, on atoms 1 to 6: atom 1 (Br): -0.098, atom 2 (Br): -0.026, atom 3 (C): -0.255, atom 4 (C): -0.340, atom 5 (Br): -0.008, atom 6 (Br): -0.021